#w
Formula: C4H4N2O
Source: the Open Molecules 2025 dataset
Level of theory: ωB97M-V/def2-TZVPD

Positions of all 11 atoms, in Å:
O (-1.722, 1.752, 0.307)
C (-0.908, 0.866, 0.151)
C (-1.103, -0.410, -0.517)
C (-0.051, -1.240, -0.705)
N (1.265, -0.923, -0.423)
C (1.422, 0.145, 0.275)
N (0.403, 0.949, 0.692)
H (-2.112, -0.678, -0.807)
H (-0.189, -2.234, -1.117)
H (0.516, 1.338, 1.611)
H (2.419, 0.486, 0.553)

Results
Structure (SMILES)   O=c1ccnc[nH]1
Spin multiplicity   1
Charge   0


#x
Formula: C4H4N2O
Source: the Open Molecules 2025 dataset
Level of theory: ωB97M-V/def2-TZVPD

Positions of all 11 atoms, in Å:
C (-0.695, -1.035, -0.799)
C (0.478, -0.334, -0.039)
C (0.480, 0.974, -0.663)
C (0.061, 0.100, 1.383)
H (-0.627, -1.262, -1.822)
H (1.329, -0.985, -0.020)
H (0.943, 1.063, -1.596)
H (-0.216, -0.571, 2.138)
N (0.150, 2.015, 0.112)
N (-0.230, 1.395, 1.475)
O (-1.672, -1.360, -0.170)

Results
Structure (SMILES)   O=CC1C=NN=C1
Spin multiplicity   1
Charge   0


Stability verdict: #w, ahead by 0.1090 hartree


#w
Formula: C4H4N2O
Source: the Open Molecules 2025 dataset
Level of theory: ωB97M-V/def2-TZVPD

Positions of all 11 atoms, in Å:
O (0.650, 1.140, 2.055)
C (0.462, 0.575, 1.013)
C (-0.699, 0.044, 0.353)
C (-0.940, -0.511, -0.733)
N (0.105, -0.747, -1.568)
C (1.320, -0.309, -1.068)
N (1.502, 0.268, 0.062)
H (-2.407, 0.262, 2.050)
H (-2.163, 0.966, 2.076)
H (0.035, -1.183, -2.476)
H (2.177, -0.485, -1.715)

Results
Structure (SMILES)   O=c1c#c[nH]cn1.[H][H]
Spin multiplicity   1
Charge   0


#x
Formula: C4H4N2O
Source: the Open Molecules 2025 dataset
Level of theory: ωB97M-V/def2-TZVPD

Positions of all 11 atoms, in Å:
C (0.855, 1.331, 0.357)
C (-0.061, 0.344, -0.030)
C (-1.590, -1.272, -0.174)
C (0.477, -0.754, -0.675)
H (1.379, 1.744, -0.453)
H (1.438, 0.823, 1.172)
H (0.326, 2.298, 0.792)
H (-2.458, -2.113, 0.294)
N (-1.251, 0.155, 0.500)
N (-0.711, -1.715, -0.823)
O (1.594, -0.840, -0.959)

Results
Structure (SMILES)   CC1=NC=NC1=O
Spin multiplicity   1
Charge   0


#y
Formula: C4H4N2O
Source: the Open Molecules 2025 dataset
Level of theory: ωB97M-V/def2-TZVPD

Positions of all 11 atoms, in Å:
C (-0.578, 0.054, -0.109)
C (0.313, -0.950, -0.141)
C (1.764, -0.664, -0.011)
C (-2.037, -0.228, -0.022)
H (-1.190, 1.977, 0.082)
H (0.650, 1.769, 0.102)
H (-0.020, -1.996, -0.036)
H (2.459, -1.587, 0.214)
N (-0.360, 1.404, -0.090)
N (-3.200, -0.268, 0.021)
O (2.198, 0.488, -0.011)

Results
Structure (SMILES)   N#C/C(N)=C/C=O
Spin multiplicity   1
Charge   0


#z
Formula: C4H4N2O
Source: the Open Molecules 2025 dataset
Level of theory: ωB97M-V/def2-TZVPD

Positions of all 11 atoms, in Å:
O (-2.551, -0.886, -0.003)
C (-2.321, 0.297, -0.057)
C (-1.050, 0.982, 0.266)
C (0.170, 0.702, -0.114)
N (1.322, 0.628, -0.513)
C (2.054, -0.501, -0.107)
N (1.393, -1.544, 0.176)
H (-3.095, 1.024, -0.362)
H (-1.061, 2.027, 0.544)
H (3.137, -0.396, -0.187)
H (2.002, -2.334, 0.358)

Results
Structure (SMILES)   [H]/N=C/N=C=CC=O
Spin multiplicity   1
Charge   0


Stability verdict: #y, ahead by 0.0551 hartree


#w
Formula: C4H4N2O
Source: the Open Molecules 2025 dataset
Level of theory: ωB97M-V/def2-TZVPD

Positions of all 11 atoms, in Å:
O (-2.719, -0.209, -0.034)
C (-1.519, -0.040, 0.013)
C (-0.560, -1.056, -0.411)
C (0.740, -0.764, -0.423)
N (1.252, 0.406, 0.086)
C (0.320, 1.349, 0.537)
N (-0.955, 1.197, 0.449)
H (-0.880, -2.023, -0.761)
H (1.521, -1.388, -0.803)
H (2.147, 0.191, 0.458)
H (0.653, 2.336, 0.887)

Results
Structure (SMILES)   O=c1cc[nH]cn1
Spin multiplicity   1
Charge   0


#x
Formula: C4H4N2O
Source: the Open Molecules 2025 dataset
Level of theory: ωB97M-V/def2-TZVPD

Positions of all 11 atoms, in Å:
O (2.415, -1.177, -0.005)
C (1.249, -0.839, -0.013)
C (0.878, 0.607, 0.041)
C (-0.451, 0.752, 0.022)
N (-1.482, -0.006, -0.033)
C (-1.047, -1.309, -0.080)
N (0.177, -1.741, -0.074)
H (1.632, 1.380, 0.093)
H (-0.814, 2.123, -0.325)
H (-0.832, 2.086, 0.478)
H (-1.849, -2.043, -0.129)

Results
Spin multiplicity   1
Charge   0


#y
Formula: C4H4N2O
Source: the Open Molecules 2025 dataset
Level of theory: ωB97M-V/def2-TZVPD

Positions of all 11 atoms, in Å:
C (-1.360, 0.391, -0.031)
C (-0.095, 0.015, -0.110)
C (1.008, 0.897, -0.029)
C (1.677, -1.049, 0.069)
H (-3.129, -0.160, -0.076)
H (-1.692, 1.400, -0.172)
H (0.981, 1.937, 0.211)
H (2.404, -1.872, 0.161)
N (2.171, 0.275, 0.023)
N (0.355, -1.252, -0.153)
O (-2.321, -0.584, 0.107)

Results
Structure (SMILES)   O/C=C1/C=NC=N1
Spin multiplicity   1
Charge   0


Stability verdict: #w, ahead by 0.0479 hartree


#w
Formula: C5H12NO
Source: the Open Molecules 2025 dataset
Level of theory: ωB97M-V/def2-TZVPD

Positions of all 19 atoms, in Å:
C (-2.927, -1.096, -0.007)
C (-2.206, 0.209, -0.004)
C (-0.193, 1.701, -0.037)
C (3.482, -0.328, 0.560)
C (-0.879, 0.374, 0.010)
N (2.822, -0.302, -0.538)
O (0.021, -0.675, 0.004)
H (-3.948, -0.952, -0.349)
H (-2.448, -1.830, -0.656)
H (-2.808, 1.103, -0.003)
H (0.506, 1.806, 0.790)
H (0.362, 1.797, -0.971)
H (-0.919, 2.505, 0.013)
H (-2.976, -1.511, 1.003)
H (4.559, -0.257, 0.583)
H (2.951, -0.408, 1.501)
H (1.787, -0.387, -0.512)
H (3.288, -0.244, -1.436)
H (-0.474, -1.504, 0.050)

Results
Spin multiplicity   1
Charge   +1


#x
Formula: C5H12NO
Source: the Open Molecules 2025 dataset
Level of theory: ωB97M-V/def2-TZVPD

Positions of all 19 atoms, in Å:
C (-0.626, 0.551, 1.868)
O (-0.828, 1.436, 0.776)
C (-0.633, -0.847, 1.338)
C (0.653, -1.265, 0.624)
C (1.090, -0.263, -0.460)
C (0.331, 0.176, -2.842)
N (0.128, -0.040, -1.548)
H (-1.461, 0.558, 2.624)
H (0.231, 0.939, 2.405)
H (-1.119, 2.308, 1.100)
H (-0.682, -1.563, 2.202)
H (-1.538, -1.128, 0.779)
H (0.608, -2.308, 0.059)
H (1.503, -1.159, 1.369)
H (1.947, -0.488, -0.953)
H (1.328, 0.769, -0.025)
H (-0.433, 0.295, -3.509)
H (1.308, 0.314, -3.280)
H (-0.847, 0.141, -1.307)

Results
Structure (SMILES)   C=[NH+]CCCCO
Spin multiplicity   1
Charge   +1


Stability verdict: #w, ahead by 0.0196 hartree


#w
Formula: C5H5N
Source: the Open Molecules 2025 dataset
Level of theory: ωB97M-V/def2-TZVPD

Positions of all 11 atoms, in Å:
C (-2.099, 0.137, -0.613)
C (-0.856, -0.614, -0.476)
C (0.263, -0.802, -0.075)
C (1.365, -0.309, 0.758)
C (2.502, 0.226, 0.007)
N (3.379, 0.716, -0.563)
H (-2.291, 0.471, -1.633)
H (-1.903, 1.026, 0.003)
H (-2.971, -0.377, -0.204)
H (0.914, 0.544, 1.280)
H (1.697, -1.018, 1.516)

Results
Structure (SMILES)   CC#CCC#N
Spin multiplicity   1
Charge   0


#x
Formula: C5H5N
Source: the Open Molecules 2025 dataset
Level of theory: ωB97M-V/def2-TZVPD

Positions of all 11 atoms, in Å:
C (0.800, 1.503, -0.034)
C (0.018, 0.494, -0.879)
C (-0.333, -0.690, -0.117)
C (-0.696, -1.631, 0.541)
C (-0.576, -2.852, 1.165)
N (0.166, -3.721, 1.369)
H (1.755, 1.083, 0.296)
H (0.230, 1.788, 0.854)
H (0.999, 2.399, -0.626)
H (0.601, 0.184, -1.755)
H (-0.916, 0.932, -1.247)

Results
Structure (SMILES)   CCC#CC#N
Spin multiplicity   1
Charge   0


Stability verdict: #x, ahead by 0.0037 hartree


#w
Formula: C5H5N
Source: the Open Molecules 2025 dataset
Level of theory: ωB97M-V/def2-TZVPD

Positions of all 11 atoms, in Å:
C (-0.508, -0.234, -1.162)
C (0.272, -0.688, -2.344)
C (0.209, -0.037, -0.016)
C (0.064, 0.518, 1.379)
C (1.350, 0.237, 0.740)
N (1.437, -0.560, -2.704)
H (-1.477, -0.563, -1.197)
H (-0.201, -1.470, -2.950)
H (-0.465, 1.590, 1.447)
H (-0.259, -0.087, 2.358)
H (2.225, -0.280, 0.866)

Results
Spin multiplicity   1
Charge   0


#x
Formula: C5H5N
Source: the Open Molecules 2025 dataset
Level of theory: ωB97M-V/def2-TZVPD

Positions of all 11 atoms, in Å:
C (-2.222, 0.288, 0.472)
C (-0.825, -0.314, 0.953)
C (3.339, -0.304, -0.272)
C (-1.615, 0.566, -0.659)
C (-0.353, -0.118, -0.289)
N (4.352, -0.669, -0.628)
H (-3.226, 0.467, 0.888)
H (-0.616, -0.836, 1.839)
H (2.392, 0.051, 0.008)
H (-1.869, 1.068, -1.557)
H (0.643, -0.200, -0.754)

Results
Spin multiplicity   1
Charge   0


#y
Formula: C5H5N
Source: the Open Molecules 2025 dataset
Level of theory: ωB97M-V/def2-TZVPD

Positions of all 11 atoms, in Å:
C (0.804, 0.038, 1.294)
C (-0.607, -1.095, -1.037)
C (1.035, -0.648, -0.158)
C (-0.285, 0.979, 0.659)
C (-0.124, 0.238, -0.735)
N (0.469, -1.820, -0.651)
H (1.522, 0.103, 2.037)
H (-1.429, -1.412, -1.631)
H (-1.258, 0.685, 1.042)
H (-0.135, 2.131, 0.745)
H (0.010, 0.800, -1.565)

Results
Spin multiplicity   1
Charge   0


Stability verdict: #x, ahead by 0.0467 hartree